72
Properties=species:S:1:pos:R:3:forces:R:3:lowdin_spin:R:1 method="wB97M-V/def2-TZVPD" e_above_lowest_kcal_mol=56.36 multiplicity=3 gap_ev="6.5 / 7.3" e_homo_ev="-6.9 / -9.2"
Ge 0.386482 -2.244635 -0.499624 -0.1 -3.7 0.0 0.39
Ti 0.326982 0.222665 -0.053724 0.9 1.1 -2.2 1.00
S 2.548482 0.748065 -0.963324 1.9 -0.6 -0.8 0.02
P 0.195982 2.652065 -0.142724 -0.6 1.3 0.5 0.05
O -1.370218 0.256865 -0.546024 -4.2 -0.1 -0.9 0.04
O 2.166082 0.305765 0.419176 2.9 0.5 0.0 0.03
O -2.131218 -0.413535 2.786576 0.3 0.4 -1.2 0.02
O 1.280082 0.581865 -1.740124 1.6 0.6 -1.4 0.06
O 3.668382 0.043765 -1.498024 0.0 0.5 0.0 0.00
O -3.411518 0.593665 0.335576 1.2 -0.4 0.3 0.01
O -0.258518 -0.154335 1.565476 -2.1 -1.0 4.3 0.05
C -2.865618 3.667165 -2.626424 0.0 0.0 0.0 0.00
C -1.704718 -4.433835 -0.385024 -0.1 0.2 0.1 0.02
C 3.478882 5.115565 -0.191424 0.7 -0.3 -0.2 0.00
C -0.509718 3.266665 3.766176 0.0 0.1 0.1 0.00
C -1.566218 -0.141135 1.747876 -0.2 -0.6 2.3 0.01
C 1.826282 -4.357635 1.146976 -0.1 0.1 -0.4 0.03
C -1.923618 4.850365 2.632076 0.0 0.0 0.0 0.00
C -2.247918 0.263465 0.443076 -2.2 0.6 -0.7 0.01
C 2.189582 4.656865 -0.028424 -0.4 -0.6 -0.1 0.00
C 2.243782 -5.172835 -0.070824 -0.2 -0.2 0.3 0.01
C -0.096618 3.847165 -2.655024 0.0 0.0 0.2 0.00
C -0.832218 4.323365 -3.725124 -0.1 0.1 -0.1 0.00
C 2.390482 -6.649435 0.270976 0.0 0.2 -0.2 0.00
C -3.151518 -4.833535 -0.082924 0.2 -0.3 -0.1 0.01
C 4.181182 2.945565 -0.970124 0.1 -0.2 -0.2 0.00
C -0.493818 3.397565 1.365976 0.2 0.0 -0.1 0.01
C 4.481282 4.266365 -0.680124 -0.6 0.3 0.2 0.00
C -1.452618 4.403565 1.408276 0.1 0.0 -0.1 0.00
C -1.455318 4.282065 3.804276 0.0 0.0 0.0 0.00
C 1.864382 3.326665 -0.330024 0.7 0.2 -0.2 0.01
C -3.381618 -6.327235 -0.283824 -0.1 0.2 0.1 0.00
C 2.892282 2.474165 -0.791524 -0.7 0.6 0.4 0.00
C -2.139118 3.178265 -1.555524 0.2 0.0 0.1 0.00
C -0.748218 3.305465 -1.549924 0.1 -0.1 0.0 0.00
C -0.022718 2.826965 2.550676 0.2 0.0 -0.1 0.00
C 1.775782 -2.860135 0.860076 -0.4 0.6 0.0 0.09
C -1.488518 -2.950935 -0.100924 0.6 0.6 0.0 0.06
C -2.216418 4.255565 -3.701424 0.1 0.0 0.0 0.00
H -3.942418 3.589865 -2.623324 -0.1 0.0 0.0 0.00
H -2.656018 5.643765 2.669576 -0.1 0.0 0.0 0.00
H -3.823418 -4.267935 -0.730424 0.0 0.1 0.0 0.00
H -1.827618 4.629865 4.755176 -0.1 0.0 0.1 0.00
H 1.525782 -2.313535 1.778276 0.1 0.0 -0.2 0.00
H -0.325418 4.751765 -4.577624 0.0 0.0 0.0 0.00
H 3.194482 -4.790535 -0.445924 0.0 0.1 -0.1 0.00
H -3.158718 -6.616735 -1.308424 0.0 -0.1 -0.1 0.00
H 0.984182 3.898265 -2.673124 0.0 0.1 0.0 0.00
H -1.032818 -5.039835 0.224176 0.1 -0.1 0.0 0.00
H 2.544682 -4.536535 1.952876 0.0 0.0 0.1 0.01
H -4.417018 -6.582735 -0.069024 -0.1 -0.1 0.0 0.00
H -1.477718 -4.644835 -1.432324 0.0 -0.1 -0.1 0.00
H 0.733782 2.041565 2.496276 -0.3 0.1 0.1 0.00
H 2.754782 -2.503135 0.524776 -0.1 0.0 0.0 0.00
H 3.137882 -6.783035 1.049476 0.1 -0.1 0.1 0.00
H -3.390618 -4.566435 0.947976 0.0 0.1 0.0 0.00
H 2.701882 -7.217935 -0.600924 0.0 -0.2 -0.1 0.00
H -0.157918 2.826165 4.686276 0.0 -0.1 0.1 0.00
H 0.759582 -2.783335 -1.940724 -0.1 0.4 0.4 0.04
H -2.789918 4.651765 -4.526024 0.0 0.0 -0.1 0.00
H 4.934382 2.264865 -1.333824 0.1 -0.1 0.0 0.00
H -2.201118 -2.364835 -0.692124 0.2 0.0 0.0 0.00
H 3.727682 6.135665 0.060976 0.0 0.1 0.0 0.00
H 1.412982 5.318465 0.332876 0.0 0.0 0.0 0.00
H -1.823618 4.837065 0.491276 0.0 0.0 -0.1 0.00
H 5.484382 4.638765 -0.821924 0.1 0.0 0.0 0.00
H 1.448482 -7.055935 0.630876 -0.1 -0.1 0.1 0.00
H 1.494082 -5.039835 -0.856524 0.1 0.0 -0.1 0.00
H -1.700618 -2.733735 0.951476 0.1 0.0 0.0 0.00
H 0.850282 -4.698535 1.498776 0.0 -0.1 0.1 0.00
H -2.742718 -6.905935 0.380076 0.1 -0.1 0.1 0.00
H -2.650018 2.699165 -0.730024 -0.1 0.0 0.0 0.00

---

66
Properties=species:S:1:pos:R:3:forces:R:3:lowdin_charge:R:1 method="wB97M-V/def2-TZVPD" total_charge=+1 multiplicity=1 gap_ev=5.5 e_homo_ev=-10.4
Si 1.929852 0.528700 2.389645 0.0 -0.1 0.3 0.40
O -3.488121 -7.944642 6.933631 0.8 0.7 -0.4 0.01
O 1.040433 -0.555198 3.308917 -0.9 -0.5 0.2 -0.18
O -2.865243 0.117266 2.031985 -0.2 0.3 0.1 -0.11
O 2.953924 -0.275798 9.094351 -1.2 -0.9 -0.4 -0.05
C 1.934926 -0.930463 8.483236 0.7 0.0 0.2 -0.22
C 1.456696 2.220805 3.020408 0.0 0.1 0.0 -0.15
C 3.699636 0.144495 2.831368 0.1 0.1 -0.1 -0.15
C -1.093173 -1.343516 2.521904 -1.6 1.6 0.0 -0.01
C -2.667906 -4.606056 5.686606 0.4 0.3 -0.1 0.01
C -1.420932 -4.331860 6.316869 0.0 -1.1 -0.2 -0.19
C -6.573006 -8.289709 8.866066 0.2 -0.2 0.2 -0.07
C 0.351930 -2.752961 8.264401 0.3 0.1 -0.2 0.02
C -4.713192 -8.078496 10.410750 -0.1 0.0 -0.2 -0.07
C 0.559224 -2.813478 3.642784 -0.1 0.7 -1.3 0.04
C -1.567027 -6.527688 7.397367 0.0 0.1 -0.1 0.03
C 0.634512 -1.136989 6.464371 -0.1 0.1 0.0 0.02
C -3.814001 -8.023467 9.338773 -0.4 0.0 -0.1 -0.01
C -3.409167 1.449077 2.055219 0.2 -0.1 -0.1 -0.04
C -0.865490 -5.357895 7.136255 -0.2 0.2 0.1 0.00
C -5.687274 -8.287225 7.791397 0.4 0.3 0.2 0.00
C -1.665863 -0.085299 2.568440 0.9 -1.6 0.1 -0.12
C 1.578553 0.336293 0.579694 0.0 0.0 -0.2 -0.15
C 1.292838 -2.078836 9.017705 0.1 0.1 0.0 0.02
C 0.050059 -2.358891 6.923630 0.3 0.1 0.1 -0.18
C 3.486891 -0.811888 10.325332 -0.1 0.1 -0.1 -0.04
C 1.538031 -0.434463 7.215695 0.1 0.0 0.3 0.04
C -2.799704 -6.739870 6.767496 -0.7 -0.7 0.4 -0.20
C 0.179785 -1.613681 3.108080 1.9 -0.6 1.2 -0.43
C -3.348438 -5.782902 5.904030 0.0 -0.2 0.2 0.03
C -6.091535 -8.185698 10.176681 0.3 0.0 -0.1 -0.08
C -4.325924 -8.095183 8.042392 -0.3 0.3 0.4 -0.25
C -0.793412 -3.079294 6.050572 -0.7 0.7 0.9 0.08
H -3.093012 -3.847925 5.028148 0.1 -0.2 0.1 0.13
H 0.399145 2.448823 2.837024 0.2 0.0 0.0 0.02
H 0.131903 -5.238148 7.558142 -0.3 -0.1 -0.2 0.12
H 1.642777 2.308341 4.099611 0.0 0.0 -0.2 0.04
H 1.931336 -0.632318 0.204987 -0.1 0.2 0.0 0.05
H -7.640455 -8.385401 8.674280 0.2 0.0 0.1 0.11
H 3.854981 0.195144 3.918200 0.0 0.0 -0.3 0.03
H -1.175928 -7.289268 8.076560 0.0 0.3 -0.4 0.13
H 1.565721 -2.922843 4.039227 -0.3 -0.1 0.0 0.09
H -2.738102 -7.928874 9.494426 -0.4 0.0 0.1 0.11
H -0.166940 -3.598933 8.706359 0.1 0.3 0.0 0.11
H -1.190203 0.761162 3.096912 -0.1 -0.4 -0.5 0.13
H -0.071005 -3.682725 3.481533 0.2 0.0 0.1 0.08
H 2.721788 -0.829860 11.113770 0.2 0.1 -0.2 0.10
H -1.164414 -2.543620 5.175292 0.1 -0.1 0.4 0.10
H 3.983637 -0.861601 2.495261 0.0 0.2 0.0 0.04
H 4.281667 -0.113111 10.583070 -0.1 -0.2 0.1 0.10
H -1.670786 -2.204937 2.166413 0.2 0.5 -0.1 0.13
H 1.556581 -2.431891 10.018471 -0.2 0.2 -0.4 0.12
H -4.460898 1.323354 1.802736 0.1 0.2 0.1 0.10
H -4.310100 -5.982160 5.432585 0.3 0.0 0.1 0.14
H 0.511887 0.426565 0.344830 0.2 0.0 0.0 0.03
H -6.019971 -8.388332 6.761607 0.0 0.1 0.2 0.12
H 2.062573 2.978183 2.503947 -0.2 -0.1 0.2 0.04
H 0.377394 -0.774844 5.470302 0.1 -0.1 0.2 0.11
H -3.307748 1.921735 3.040379 0.0 -0.2 -0.1 0.10
H -6.787306 -8.196401 11.018181 0.2 0.0 -0.3 0.11
H 2.116464 1.127019 0.039325 -0.1 -0.2 0.0 0.04
H 3.897854 -1.820549 10.175827 -0.1 0.3 -0.1 0.11
H 4.367095 0.871926 2.348866 0.0 -0.2 0.1 0.04
H -2.914974 2.070977 1.299912 -0.1 -0.1 0.1 0.10
H 1.994202 0.482512 6.849303 -0.1 -0.2 0.1 0.13
H -4.325296 -8.036830 11.429644 -0.2 0.0 -0.3 0.11

---

78
Properties=species:S:1:pos:R:3:forces:R:3:lowdin_charge:R:1 method="wB97M-V/def2-TZVPD" e_above_lowest_kcal_mol=71.26 total_charge=-2 multiplicity=1 gap_ev=3.2 e_homo_ev=0.5
Se -1.219556 -0.559465 2.455546 0.0 0.2 -0.1 0.25
Se 1.887344 1.525135 2.181046 0.0 0.1 -0.1 0.31
Cl -0.889456 5.248235 -0.414554 -0.2 2.3 -0.3 0.60
S -1.773156 -0.360665 -1.864054 -0.3 -0.2 0.2 0.78
P 0.668044 0.151135 3.246746 -0.3 -0.2 -0.3 0.07
Na -1.284756 2.675535 0.069346 -0.6 -1.7 0.2 0.25
O -4.730656 1.912735 -0.097554 -0.9 -0.2 -0.2 -0.17
O 0.232044 6.043135 -0.786654 1.0 0.5 -0.3 -0.35
O -2.013356 6.093135 -0.195254 -0.7 0.5 0.1 -0.34
O -1.185056 4.323835 -1.458754 -0.2 -1.1 -1.2 -0.36
O -0.592256 4.531235 0.775946 0.7 -0.4 1.5 -0.38
N 1.570544 1.566035 -1.208354 -0.5 -0.1 -0.1 0.09
N 1.333444 -0.634965 -1.752454 -0.1 -0.3 0.1 0.04
N -2.512256 -2.866265 -2.494154 0.3 -0.6 0.7 0.04
N -1.462356 -2.587365 -0.468354 -0.4 0.0 -0.3 0.08
N 3.103444 0.549935 -2.718754 0.1 0.0 0.0 -0.07
C 1.621744 -1.389765 3.523846 0.2 -0.1 0.0 -0.39
C -0.979856 0.798335 6.948046 -0.1 0.0 0.3 -0.10
C 2.974544 -3.820265 3.634346 0.1 0.0 0.0 -0.12
C 2.572044 -1.689565 -3.523554 -0.2 0.2 0.0 -0.17
C 1.963244 0.578435 -1.902654 0.3 0.2 0.3 -0.39
C -4.167556 -2.265465 -6.289354 0.1 0.1 0.1 -0.12
C -3.638856 -1.400365 -4.098654 0.1 -0.1 0.3 -0.05
C -3.586956 -3.478565 -5.944354 -0.2 0.1 -0.3 -0.12
C -3.036556 -3.657365 -4.692554 0.1 0.2 0.5 -0.05
C -4.187956 -1.236165 -5.350854 -0.1 -0.3 -0.5 -0.08
C 0.437544 2.670735 6.462546 -0.2 0.1 0.4 -0.10
C 1.203244 -1.522865 -2.881554 0.1 -0.2 -0.2 -0.24
C 3.576144 -2.712265 3.052646 0.1 -0.5 0.1 -0.10
C 1.024744 -2.503465 4.109146 0.0 0.2 0.0 -0.13
C 2.309544 2.801035 -1.210154 0.3 0.1 0.0 -0.25
C -1.955156 -1.985365 -1.596254 0.3 0.5 0.1 -0.82
C 3.785844 1.806835 -2.917154 0.2 0.2 0.1 -0.19
C -0.624056 0.215035 5.748446 0.1 -0.1 -0.1 -0.12
C 0.280544 0.846235 4.900146 0.0 0.1 0.0 -0.38
C 0.804444 2.079635 5.269946 0.1 -0.1 -0.1 -0.12
C 3.102444 -0.307865 -3.876854 0.1 -0.3 -0.2 -0.20
C 2.903944 -1.508165 3.001946 -0.1 0.2 0.1 -0.13
C -3.873756 2.240335 0.708946 1.4 0.3 -0.2 -0.41
C 1.700544 -3.704365 4.172346 0.1 -0.3 0.1 -0.11
C 3.770244 2.601835 -1.619954 -0.3 0.0 -0.1 -0.16
C -4.306656 2.487035 2.159346 -0.5 -0.1 0.0 -0.17
C -0.455156 2.030435 7.310146 0.1 0.1 0.0 -0.11
C -3.045756 -2.618565 -3.748654 -0.4 0.1 -0.8 -0.25
H 0.477044 -1.152165 -3.623554 0.1 0.0 0.0 0.10
H -2.325556 -3.845165 -2.306554 0.0 0.3 0.0 0.14
H -3.559556 -4.287765 -6.666354 0.0 0.0 0.1 0.09
H -1.241156 -1.945065 0.288646 0.2 0.2 0.2 -0.05
H 4.275344 3.560535 -1.755754 0.0 0.0 0.0 0.11
H 1.815544 3.507335 -1.889554 0.1 0.1 0.1 0.11
H 3.246344 -2.162165 -2.806754 0.0 0.0 0.0 0.11
H -2.580856 -4.606165 -4.432454 0.0 0.0 0.0 0.10
H 2.252844 3.221135 -0.201954 0.0 0.1 -0.1 0.07
H 0.835944 3.642135 6.729246 0.0 0.0 0.0 0.10
H 3.491144 -4.771965 3.659846 0.0 0.0 0.0 0.09
H -5.378956 2.294735 2.314346 -0.2 0.0 0.0 0.03
H 4.286944 2.032835 -0.842954 0.0 0.0 0.0 0.11
H -1.083256 -0.715265 5.448346 0.0 0.0 -0.1 0.06
H -3.657156 -0.587765 -3.391054 -0.1 -0.1 0.0 0.05
H -1.915056 -3.432065 -0.143354 0.0 0.1 -0.1 0.09
H -0.751156 2.494435 8.243146 0.0 0.0 0.0 0.09
H 2.507644 -2.309265 -4.420954 0.0 0.0 0.0 0.10
H -4.076056 3.519935 2.412046 0.1 0.2 0.1 0.04
H -3.720656 1.835735 2.801646 0.2 -0.1 0.2 0.02
H 3.355344 -0.646865 2.529146 0.0 0.1 0.0 0.02
H -1.685356 0.297635 7.600446 0.0 0.0 0.0 0.09
H 4.570044 -2.795365 2.629646 0.0 0.0 0.0 0.09
H 1.484744 2.586135 4.599346 0.0 0.0 -0.1 0.03
H 4.137544 -0.382965 -4.236354 -0.1 0.1 0.0 0.11
H 0.476344 -0.522665 -1.219954 0.2 0.1 0.0 0.03
H 0.010644 -2.438465 4.473346 -0.1 0.0 0.0 0.06
H -4.586156 -2.120065 -7.276954 0.0 0.0 0.0 0.09
H 3.308344 2.395035 -3.720954 0.1 0.0 0.0 0.12
H 2.496844 0.126635 -4.695554 0.1 -0.1 0.0 0.13
H 1.226744 -4.563665 4.633146 0.0 0.0 0.0 0.09
H 0.834344 -2.481765 -2.511154 0.0 0.0 0.0 0.11
H 4.814744 1.576335 -3.235654 -0.2 0.1 0.0 0.11
H -4.648056 -0.290765 -5.603554 0.0 0.1 0.0 0.10

---

Question: Which of these has the highest multiplicity?
Answer: C28H33GeO7PSTi

---

Question: What is the multiplicity in the first record?
Answer: 3